A structure of composition C26H37BBrN7NiO4 at a distorted geometry, computed with the ωB97M-V functional and the def2-TZVPD basis.

Positions of all 77 atoms, in Å:
Ni -0.70371 0.34414 0.08008
O -3.80159 0.17094 1.23415
C -4.62550 0.25349 0.16276
C -5.96938 0.49080 0.44846
C -6.89476 0.66351 -0.56747
C -6.48560 0.60866 -1.89180
C -5.15081 0.35310 -2.17033
C -4.20453 0.14929 -1.17251
C -2.76221 -0.08803 -1.60892
O -1.89882 0.91454 -1.30857
N -2.29293 -1.38605 -1.00546
N -0.93326 -1.50117 -1.03326
C -0.48401 -2.65136 -1.34283
C 0.90678 -3.07420 -1.37996
Br 2.20887 -2.02337 -0.46758
C 1.35126 -4.19472 -1.95159
C 0.59592 -5.09084 -2.84436
C -0.40786 -4.64510 -3.71098
C -1.07495 -5.53296 -4.54192
C -0.74778 -6.88109 -4.53608
C 0.26792 -7.33357 -3.70473
C 0.93563 -6.44672 -2.87752
H -2.87301 0.22739 0.93945
H -6.25772 0.55451 1.49222
H -7.93252 0.85556 -0.32069
H -7.19474 0.75736 -2.69692
H -4.81961 0.29902 -3.20352
H -2.79592 -0.25554 -2.70270
H -2.77048 -2.19589 -1.39564
H -1.19950 -3.43236 -1.59914
H 2.37142 -4.48802 -1.73551
H -0.63351 -3.58854 -3.76782
H -1.84530 -5.16507 -5.20822
H -1.26971 -7.57122 -5.18682
H 0.54002 -8.38161 -3.70401
H 1.72904 -6.80162 -2.22841
C 2.83326 3.54072 -0.43967
N 2.91601 2.60233 0.66361
C 4.09628 2.61910 1.51350
C 2.02787 1.54973 0.68067
N 1.20579 1.24205 -0.23589
N 2.05268 0.82289 1.87793
C 1.16935 -0.15096 2.32299
N 1.59177 -0.71294 3.51368
N 0.07740 -0.44823 1.74251
H 3.34840 4.45636 -0.15833
H 1.79054 3.78963 -0.63697
H 3.28519 3.15454 -1.36092
H 4.77283 3.38909 1.15496
H 4.63680 1.66841 1.48233
H 3.85605 2.86263 2.55454
H 1.27745 1.79509 -1.07672
H 2.69769 1.14848 2.57226
H 2.57957 -0.73987 3.69843
H 1.09865 -1.53797 3.80466
H -0.42903 -1.18245 2.21540
C -3.35747 4.06701 1.57807
C -1.84057 4.17289 1.44544
C -1.44033 5.58729 1.07589
O -1.45491 3.28122 0.38100
B -1.12975 2.06323 0.94085
O -0.96554 2.19069 2.32633
C -1.09004 3.58022 2.67632
C -1.83995 3.70066 3.99012
C 0.32477 4.13459 2.82889
H -3.81106 4.34041 0.62410
H -3.74427 4.72744 2.35715
H -3.64632 3.03534 1.79778
H -2.04447 5.92427 0.23244
H -0.39072 5.64311 0.78770
H -1.61636 6.26360 1.91734
H -2.76285 3.12118 3.96640
H -2.08114 4.74791 4.19807
H -1.21689 3.32332 4.80364
H 0.87797 4.04582 1.88890
H 0.84754 3.55200 3.59133
H 0.31142 5.18242 3.13866

Summary:
Highest occupied orbital energy (spin up / spin down)   -0.2469 / -0.2188 Eh
Charge   0
Calculated total energy   -157946.2047 eV
LUMO (spin up / spin down)   0.033 / 0.041 eV
Molar mass   661.0 g mol⁻¹
Largest force on an atom   1.344 eV/Å